No. 1
DFT (wB97M-V/def2-TZVPD) results for a 13-piece molecular cluster, C44H90Br4N9O9 overall at a distorted geometry.

Its total energy is -359097.556 eV. The total charge is -1. For the largest force on an atom, the calculation gives 0.0381 Eh/bohr. As for the HOMO energy: -5.2 eV.

Each line ends with the Mulliken charge.
Cartesian coordinates (Å):
C  -3.19  -1.59  -1.21  -0.85
C  -2.01  -0.68  -1.37  0.22
N  -0.81  -1.11  -0.60  0.98
C  -0.35  -2.47  -1.04  0.39
C  0.26  -0.14  -0.97  -0.04
C  1.59  -0.31  -0.31  0.89
C  -1.07  -1.21  0.87  0.91
C  -1.63  0.03  1.53  -0.83
O  -0.72  1.07  1.53  0.70
C  -1.01  2.06  2.51  -1.30
H  -3.96  -1.33  -1.94  0.51
H  -3.68  -1.49  -0.24  -0.36
H  -2.91  -2.63  -1.36  0.01
H  -2.18  0.37  -1.14  0.78
H  -1.64  -0.75  -2.39  -0.31
H  -1.12  -3.18  -0.77  -0.33
H  0.55  -2.71  -0.48  0.27
H  -0.20  -2.47  -2.12  -0.46
H  -0.10  0.88  -0.82  0.30
H  0.33  -0.28  -2.06  0.59
H  1.40  -0.38  0.76  -1.06
H  2.22  0.57  -0.47  0.15
H  2.13  -1.22  -0.56  -0.89
H  -0.10  -1.46  1.31  -0.29
H  -1.69  -2.09  1.04  -0.91
H  -1.86  -0.31  2.55  0.18
H  -2.60  0.27  1.09  0.34
H  -2.05  2.36  2.52  0.35
H  -0.30  2.87  2.31  0.28
H  -0.74  1.68  3.51  0.29
C  2.62  -2.53  -4.88  -0.43
C  2.36  -3.47  -3.69  0.38
O  1.88  -4.60  -4.01  -0.80
O  2.60  -3.11  -2.50  -0.49
H  2.13  -2.91  -5.77  0.43
H  3.69  -2.45  -5.09  0.31
H  2.18  -1.53  -4.72  -0.35
C  -3.13  -5.43  0.52  -1.13
C  -1.87  -4.80  1.14  0.82
O  -0.80  -5.01  0.56  -0.66
O  -2.08  -4.14  2.21  -0.64
H  -3.05  -5.46  -0.57  0.21
H  -4.02  -4.84  0.79  0.23
H  -3.30  -6.45  0.88  0.37
C  -2.95  7.47  3.59  0.11
O  -3.17  7.51  2.40  -0.54
N  -1.80  6.99  4.16  0.18
C  -1.65  7.04  5.58  -0.89
C  -0.92  6.09  3.43  -1.00
H  -3.66  7.87  4.34  0.23
H  -0.78  7.63  5.87  0.29
H  -1.44  6.04  5.98  0.29
H  -2.54  7.41  6.09  0.32
H  -1.04  6.26  2.36  0.22
H  0.12  6.28  3.70  0.33
H  -1.17  5.04  3.62  0.40
C  -1.04  -2.97  -4.73  0.06
O  -1.32  -1.80  -4.45  -0.59
N  -1.86  -4.02  -4.65  0.29
C  -3.19  -3.92  -4.13  -0.77
C  -1.37  -5.33  -5.11  -0.95
H  -0.03  -3.24  -5.06  0.24
H  -3.39  -4.55  -3.26  0.18
H  -3.91  -4.18  -4.91  0.41
H  -3.47  -2.91  -3.81  0.17
H  -1.69  -5.48  -6.14  0.27
H  -0.29  -5.39  -4.95  0.34
H  -1.84  -6.07  -4.47  0.34
C  6.63  0.34  -1.96  0.01
O  6.39  1.10  -1.05  -0.56
N  5.77  -0.16  -2.87  0.32
C  6.17  -1.17  -3.85  -0.89
C  4.36  0.13  -2.77  -0.39
H  7.69  0.07  -2.13  0.32
H  5.60  -1.06  -4.77  0.31
H  5.89  -2.18  -3.51  0.25
H  7.24  -1.11  -4.04  0.34
H  4.00  0.44  -3.75  0.06
H  3.76  -0.67  -2.32  -0.04
H  4.27  1.01  -2.13  0.26
C  3.61  -1.86  4.09  -0.14
O  2.72  -2.64  4.22  -0.42
N  3.48  -0.52  3.84  0.40
C  4.66  0.32  3.71  -0.99
C  2.25  0.06  3.40  -0.30
H  4.65  -2.17  4.28  0.29
H  4.68  0.79  2.73  0.31
H  5.55  -0.28  3.91  0.36
H  4.67  1.09  4.49  0.30
H  1.82  0.80  4.10  0.38
H  2.39  0.63  2.47  0.14
H  1.48  -0.67  3.16  -0.36
C  6.96  -2.99  -0.56  -1.37
C  5.58  -2.61  -0.02  0.88
C  4.58  -3.73  0.06  -0.56
C  3.39  -3.27  0.74  0.25
N  2.47  -2.88  1.29  -0.34
H  7.08  -2.74  -1.62  0.19
H  7.26  -4.03  -0.41  0.41
H  7.74  -2.39  -0.08  0.36
H  5.15  -1.81  -0.64  -0.48
H  5.68  -2.11  0.95  0.13
H  4.94  -4.59  0.62  0.53
H  4.30  -4.06  -0.94  0.09
C  -6.16  -1.39  5.15  -1.33
C  -4.72  -1.73  4.85  -0.49
C  -4.49  -2.12  3.36  0.66
C  -4.86  -1.09  2.44  0.30
N  -5.15  -0.27  1.69  -0.60
H  -6.27  -1.21  6.22  0.38
H  -6.86  -2.15  4.81  0.32
H  -6.44  -0.46  4.66  0.34
H  -4.36  -2.58  5.43  0.41
H  -4.10  -0.85  5.05  0.24
H  -5.18  -2.97  3.27  0.47
H  -3.47  -2.48  3.24  -0.65
C  -4.25  4.08  -0.92  -0.99
C  -3.72  5.39  -1.50  -0.34
C  -3.83  6.60  -0.59  0.40
C  -5.16  6.80  -0.06  0.11
N  -6.20  6.96  0.38  -0.51
H  -5.21  4.21  -0.43  0.49
H  -3.54  3.70  -0.19  0.05
H  -4.36  3.34  -1.71  0.32
H  -4.27  5.66  -2.41  0.28
H  -2.73  5.24  -1.91  0.16
H  -3.52  7.49  -1.16  0.29
H  -3.13  6.56  0.25  -0.25
C  1.44  2.00  -5.03  -0.70
C  0.58  0.84  -5.58  0.54
C  -0.90  1.14  -5.59  -0.66
C  -1.39  1.59  -4.30  0.18
N  -1.71  1.88  -3.24  -0.26
H  2.49  1.74  -5.10  0.37
H  1.24  2.01  -3.95  -0.24
H  1.19  2.97  -5.43  0.39
H  0.77  0.00  -4.90  -0.67
H  0.95  0.52  -6.55  0.47
H  -1.42  0.21  -5.82  0.14
H  -1.16  1.87  -6.36  0.50
Br  -0.78  -1.92  4.55  0.13
C  0.12  -1.51  6.23  -0.60
C  -0.93  -1.20  7.26  -0.65
Br  -0.04  -0.85  8.99  -0.22
H  0.72  -0.65  5.98  0.26
H  0.73  -2.37  6.45  0.46
H  -1.57  -2.04  7.49  0.39
H  -1.55  -0.35  7.01  0.38
Br  2.46  3.31  0.22  -0.14
C  2.10  3.93  -1.60  -0.30
C  0.66  4.16  -1.91  -0.30
Br  -0.01  5.75  -1.00  -0.15
H  2.52  3.14  -2.22  0.02
H  2.66  4.85  -1.66  0.52
H  0.02  3.35  -1.60  -0.04
H  0.55  4.38  -2.96  0.41

---

No. 2
DFT (wB97M-V/def2-TZVPD) results for a 8-piece molecular cluster, C45H100Br3N5 overall at a distorted geometry.

Its total energy is -265843.306 eV. The total charge is +2. For the largest force on an atom, the calculation gives 0.0704 Eh/bohr. As for the HOMO energy: -7.5 eV.

Each line ends with the Mulliken charge.
Cartesian coordinates (Å):
C  -0.38  -3.54  4.68  -1.17
C  -0.10  -4.98  5.23  -0.74
C  1.14  -5.10  6.10  -0.21
C  1.72  -6.48  6.21  -1.02
N  2.91  -6.69  7.24  0.20
C  3.28  -8.17  7.16  -0.54
C  4.34  -8.25  6.06  -0.55
C  4.87  -6.88  5.79  -0.58
C  4.17  -5.97  6.83  -0.59
C  2.47  -6.28  8.60  -1.04
H  -1.29  -3.08  5.07  0.32
H  -0.55  -3.66  3.61  0.31
H  0.40  -2.80  4.85  0.33
H  0.07  -5.59  4.35  0.33
H  -1.02  -5.48  5.55  0.49
H  0.87  -4.58  7.02  0.24
H  1.91  -4.51  5.61  0.31
H  2.09  -6.95  5.29  0.49
H  0.97  -7.23  6.49  0.42
H  3.71  -8.54  8.09  0.42
H  2.44  -8.83  6.94  0.24
H  5.05  -8.97  6.47  0.36
H  3.90  -8.62  5.13  0.28
H  5.95  -6.97  5.94  0.34
H  4.66  -6.62  4.75  0.33
H  4.77  -5.95  7.74  0.45
H  3.89  -4.97  6.50  0.37
H  2.26  -5.21  8.64  0.40
H  3.11  -6.71  9.36  0.41
H  1.45  -6.60  8.81  0.39
C  -8.89  3.35  2.42  -1.17
C  -10.08  4.15  2.80  -1.02
C  -10.31  4.23  4.25  -0.20
C  -9.86  5.53  4.99  -0.79
N  -10.05  5.43  6.48  0.12
C  -9.70  6.74  7.20  -0.48
C  -9.55  6.29  8.59  -0.76
C  -9.00  4.79  8.59  -0.55
C  -9.16  4.32  7.17  -0.66
C  -11.50  5.04  6.90  -0.99
H  -8.05  3.97  2.73  0.34
H  -8.86  3.47  1.34  0.33
H  -9.06  2.31  2.69  0.34
H  -10.93  3.75  2.25  0.43
H  -10.00  5.13  2.34  0.35
H  -10.03  3.31  4.76  0.35
H  -11.39  4.13  4.28  0.28
H  -10.29  6.46  4.61  0.45
H  -8.82  5.80  4.82  0.38
H  -10.46  7.47  6.95  0.41
H  -8.72  7.12  6.90  0.43
H  -10.52  6.36  9.09  0.31
H  -8.69  6.79  9.01  0.36
H  -9.55  4.14  9.27  0.29
H  -7.94  4.71  8.84  0.36
H  -9.64  3.35  7.06  0.40
H  -8.22  4.19  6.63  0.50
H  -11.81  4.04  6.61  0.37
H  -12.22  5.67  6.38  0.42
H  -11.65  5.10  7.98  0.38
C  -3.38  6.37  -2.86  -1.21
C  -2.85  6.14  -1.42  -0.65
C  -2.25  4.77  -1.03  -0.36
C  -1.13  4.37  -1.85  -0.70
N  -0.63  2.86  -1.53  0.12
C  0.39  2.64  -2.64  -0.76
C  0.49  1.16  -2.97  -0.74
C  -0.78  0.54  -2.29  -0.63
C  -1.62  1.70  -1.85  -0.69
C  0.10  2.75  -0.19  -1.05
H  -2.61  6.62  -3.58  0.33
H  -4.10  7.18  -2.96  0.35
H  -3.79  5.44  -3.27  0.32
H  -3.70  6.33  -0.77  0.40
H  -2.12  6.93  -1.24  0.34
H  -3.00  3.99  -1.16  0.31
H  -2.01  4.83  0.03  0.37
H  -0.27  5.02  -1.74  0.45
H  -1.41  4.39  -2.90  0.26
H  1.25  3.24  -2.33  0.65
H  -0.02  3.11  -3.53  0.38
H  1.42  0.71  -2.63  0.26
H  0.54  1.15  -4.05  0.42
H  -0.67  0.00  -1.36  0.32
H  -1.39  -0.04  -2.99  0.41
H  -2.24  1.41  -1.00  0.44
H  -2.28  2.14  -2.60  0.45
H  0.67  3.67  -0.05  0.34
H  0.68  1.84  -0.12  0.42
H  -0.69  2.62  0.54  0.44
C  3.97  -2.40  -15.36  -1.23
C  2.50  -2.47  -14.95  -0.59
C  2.26  -3.27  -13.66  -0.29
C  0.83  -3.48  -13.21  -1.23
N  0.57  -4.45  -12.03  0.25
C  -0.85  -4.65  -11.60  -0.41
C  -0.96  -3.93  -10.26  -0.72
C  0.46  -4.14  -9.69  -0.59
C  1.37  -3.86  -10.86  -0.62
C  1.15  -5.89  -12.40  -1.10
H  3.96  -1.60  -16.10  0.36
H  4.46  -3.35  -15.55  0.35
H  4.56  -2.02  -14.52  0.34
H  1.87  -2.90  -15.73  0.38
H  2.06  -1.47  -14.93  0.39
H  2.66  -2.64  -12.87  0.35
H  2.89  -4.16  -13.54  0.25
H  0.24  -3.90  -14.02  0.59
H  0.32  -2.53  -13.02  0.45
H  -1.04  -5.72  -11.46  0.37
H  -1.49  -4.20  -12.35  0.29
H  -1.72  -4.46  -9.70  0.34
H  -1.31  -2.90  -10.36  0.38
H  0.52  -5.19  -9.41  0.30
H  0.80  -3.47  -8.91  0.42
H  2.35  -4.32  -10.82  0.26
H  1.40  -2.78  -10.99  0.48
H  0.79  -6.21  -13.38  0.29
H  0.89  -6.44  -11.50  0.53
H  2.24  -5.81  -12.45  0.41
C  9.87  0.88  -0.52  -1.29
C  9.38  -0.10  0.51  -0.67
C  8.89  0.42  1.89  -0.28
C  7.75  1.38  1.78  -0.86
N  7.12  1.62  3.15  0.36
C  6.50  0.31  3.69  -0.43
C  5.08  0.64  3.99  -0.68
C  4.93  2.14  4.02  -0.59
C  5.90  2.53  2.91  -0.87
C  8.21  2.36  4.06  -0.94
H  9.01  1.50  -0.78  0.35
H  10.08  0.36  -1.45  0.36
H  10.63  1.63  -0.31  0.32
H  10.23  -0.79  0.53  0.39
H  8.57  -0.70  0.11  0.32
H  9.74  0.88  2.40  0.41
H  8.66  -0.52  2.39  0.27
H  6.99  1.12  1.05  0.38
H  8.05  2.41  1.57  0.46
H  7.05  0.09  4.61  0.35
H  6.48  -0.55  3.02  0.28
H  4.86  0.03  4.87  0.34
H  4.60  0.26  3.09  0.33
H  5.35  2.60  4.91  0.28
H  3.88  2.44  3.99  0.44
H  6.20  3.58  2.88  0.42
H  5.45  2.30  1.94  0.43
H  7.84  2.67  5.04  0.37
H  8.51  3.23  3.49  0.37
H  9.04  1.69  4.30  0.35
Br  5.24  6.42  -1.64  -0.98
Br  -3.46  3.24  4.78  -0.99
Br  -1.07  1.66  -8.34  -0.98

---

No. 3
DFT (wB97M-V/def2-TZVPD) results for C45H111N8O9Y as an isolated structure at a distorted geometry.

Its total energy is -79843.642 eV. The total charge is +2. For the largest force on an atom, the calculation gives 0.0623 Eh/bohr. As for the HOMO energy: -11.1 eV.

Each line ends with the Mulliken charge.
Cartesian coordinates (Å):
Y  2.87  -2.24  -2.24  0.95
C  0.25  0.81  -0.13  0.30
C  0.44  -0.69  -0.06  -0.14
C  -0.84  -1.50  0.01  0.41
O  1.34  -1.07  -1.07  0.62
H  1.14  1.31  0.25  -0.57
H  -0.61  1.24  0.39  0.41
H  0.09  1.18  -1.15  0.08
H  0.95  -0.90  0.90  0.13
H  -1.45  -1.02  0.79  -0.52
H  -0.66  -2.50  0.40  -0.43
H  -1.50  -1.51  -0.86  -0.14
C  -3.33  -1.46  -2.98  -1.32
C  -2.56  -0.23  -3.45  0.20
C  -3.12  1.05  -2.84  -0.25
O  -2.40  2.11  -3.39  -0.40
C  -2.61  3.36  -2.81  -0.01
N  -1.11  -0.33  -3.25  -0.14
H  -3.76  -1.36  -1.98  0.20
H  -2.69  -2.35  -2.97  0.24
H  -4.18  -1.64  -3.64  0.49
H  -2.73  -0.12  -4.53  0.51
H  -3.01  1.01  -1.74  -0.13
H  -4.20  1.13  -3.01  0.49
H  -3.43  3.95  -3.23  0.35
H  -1.72  3.98  -2.88  -0.30
H  -2.82  3.30  -1.73  0.00
H  -0.76  0.60  -3.48  0.26
H  -0.87  -0.49  -2.27  -1.02
C  -0.63  -5.76  2.47  -0.83
C  -0.06  -5.80  3.88  0.01
C  -0.25  -7.17  4.48  -0.76
O  -0.09  -7.07  5.87  -0.31
C  0.02  -8.32  6.51  -0.72
N  1.38  -5.45  3.74  -0.57
H  -1.67  -6.10  2.47  0.60
H  -0.06  -6.37  1.77  0.24
H  -0.70  -4.72  2.12  -0.18
H  -0.50  -5.01  4.49  0.44
H  0.54  -7.83  4.07  0.33
H  -1.24  -7.59  4.25  0.43
H  0.90  -8.87  6.15  0.31
H  -0.84  -8.95  6.26  0.30
H  0.13  -8.11  7.56  0.25
H  1.81  -5.46  4.66  0.27
H  1.84  -6.20  3.24  0.25
C  -0.14  -5.43  -1.69  -1.65
C  0.90  -4.39  -1.43  1.57
C  1.57  -4.41  -0.06  -0.20
O  2.64  -3.45  -0.06  0.45
C  2.94  -3.04  1.28  -1.22
N  2.00  -4.49  -2.43  -0.71
H  -0.98  -5.42  -0.99  0.37
H  0.29  -6.44  -1.56  0.43
H  -0.51  -5.37  -2.71  0.42
H  0.50  -3.37  -1.44  -0.85
H  2.02  -5.40  0.11  0.67
H  0.79  -4.28  0.69  -0.61
H  3.59  -2.16  1.22  0.07
H  3.44  -3.84  1.82  0.35
H  2.04  -2.71  1.80  0.43
H  1.63  -4.96  -3.25  0.39
H  2.66  -5.20  -2.09  0.32
C  7.16  -3.69  -1.22  -1.53
C  5.79  -3.04  -1.15  0.38
C  5.85  -1.57  -0.85  -0.95
O  4.49  -1.12  -0.80  0.00
C  4.37  0.15  -0.09  -0.69
N  5.05  -3.25  -2.46  -0.26
H  7.01  -4.75  -1.46  0.44
H  7.64  -3.71  -0.24  0.43
H  7.77  -3.23  -1.99  0.39
H  5.22  -3.54  -0.35  -0.26
H  6.40  -0.97  -1.58  0.33
H  6.30  -1.47  0.14  0.47
H  4.69  0.94  -0.76  0.47
H  5.01  0.13  0.79  0.52
H  3.33  0.23  0.22  -0.39
H  5.23  -4.24  -2.61  0.36
H  5.71  -2.81  -3.09  0.42
C  -0.11  -2.32  -5.96  -1.59
C  0.95  -2.78  -4.96  0.92
C  2.25  -3.04  -5.67  -1.07
O  3.32  -3.31  -4.71  -0.03
C  4.51  -3.44  -5.49  -1.01
N  1.20  -1.79  -3.88  0.36
H  -1.00  -1.97  -5.44  0.25
H  -0.42  -3.16  -6.58  0.45
H  0.22  -1.50  -6.60  0.41
H  0.55  -3.64  -4.44  -0.21
H  2.53  -2.16  -6.25  0.45
H  2.16  -3.94  -6.29  0.53
H  4.41  -4.19  -6.27  0.32
H  5.33  -3.73  -4.85  0.31
H  4.79  -2.49  -5.96  0.42
H  1.60  -0.94  -4.28  0.45
H  0.27  -1.41  -3.57  0.16
C  1.88  1.52  3.23  -1.52
C  2.73  2.52  2.48  1.11
C  2.14  3.93  2.64  0.07
O  2.32  4.38  3.94  -0.39
C  2.06  5.75  4.10  -0.68
N  4.11  2.51  2.96  -0.58
H  1.83  1.75  4.29  0.43
H  2.33  0.53  3.15  0.37
H  0.86  1.46  2.83  0.10
H  2.75  2.31  1.41  -0.19
H  1.09  3.90  2.29  -0.44
H  2.63  4.59  1.91  0.33
H  2.38  6.06  5.09  0.30
H  0.98  5.95  4.05  0.23
H  2.56  6.34  3.32  0.31
H  4.15  2.79  3.93  0.31
H  4.74  3.04  2.39  0.26
C  -4.46  -0.03  0.97  -0.82
C  -4.42  -0.12  2.50  1.85
C  -3.40  0.83  3.10  -0.99
C  -3.77  2.29  2.98  -0.11
C  -5.10  2.53  3.67  -1.50
C  -6.21  1.58  3.21  1.59
N  -5.70  0.22  3.11  0.37
O  -6.71  -0.71  2.76  -0.50
C  -7.31  1.62  4.28  -1.92
C  -6.80  2.11  1.90  -1.75
C  -4.05  -1.54  2.91  -1.98
H  -4.50  1.01  0.64  0.25
H  -5.33  -0.54  0.56  0.51
H  -3.56  -0.46  0.52  -0.33
H  -3.08  0.51  4.10  0.53
H  -2.41  0.69  2.61  -0.07
H  -3.89  2.52  1.92  -0.16
H  -2.98  2.97  3.30  0.56
H  -5.44  3.56  3.57  0.46
H  -4.96  2.42  4.76  0.38
H  -6.87  1.34  5.24  0.44
H  -7.83  2.57  4.32  0.38
H  -8.02  0.81  4.08  0.42
H  -7.47  1.40  1.42  0.34
H  -7.42  2.99  2.10  0.49
H  -6.06  2.44  1.17  0.26
H  -3.91  -1.61  3.99  0.54
H  -3.12  -1.86  2.43  0.07
H  -4.83  -2.26  2.67  0.42
H  -6.95  -1.13  3.59  0.37
C  0.39  6.77  0.76  -1.48
C  -0.49  5.91  -0.16  1.72
C  -1.50  6.82  -0.87  -1.21
C  -0.88  7.61  -2.01  -0.83
C  -0.31  6.62  -3.02  -1.05
C  0.74  5.71  -2.45  1.17
N  0.29  5.20  -1.16  1.54
O  1.21  4.25  -0.61  -0.35
C  1.04  4.55  -3.40  -1.61
C  2.04  6.50  -2.28  -1.90
C  -1.31  4.94  0.69  -1.14
H  -0.10  7.06  1.69  0.46
H  0.69  7.69  0.25  0.32
H  1.31  6.24  1.02  0.05
H  -2.34  6.23  -1.25  0.34
H  -1.91  7.50  -0.12  0.48
H  -0.11  8.29  -1.63  0.38
H  -1.58  8.27  -2.51  0.42
H  0.10  7.15  -3.89  0.52
H  -1.14  6.03  -3.42  0.21
H  2.07  4.20  -3.26  0.42
H  0.34  3.72  -3.29  -0.04
H  1.02  4.90  -4.43  0.45
H  1.88  7.50  -1.87  0.33
H  2.80  6.00  -1.68  0.28
H  2.50  6.68  -3.26  0.48
H  -1.78  4.16  0.07  -0.32
H  -2.06  5.49  1.26  0.59
H  -0.71  4.38  1.41  -0.21
H  0.62  3.49  -0.52  0.00